Entry from the Open Molecules 2025 dataset: a molecular structure, C2H16CdO13 in a non-equilibrium geometry (ωB97M-V/def2-TZVPD).

Geometry as XYZ:
```
32
Properties=species:S:1:pos:R:3
Cd -1.360 0.328 1.219
C 0.753 0.966 -0.175
O 0.112 1.893 0.445
O 1.745 1.216 -1.005
O 0.492 -0.232 0.050
H 1.964 2.144 -1.093
C -0.276 -0.004 3.612
O 0.445 -0.083 2.637
O 0.255 -0.022 4.806
O -1.498 0.177 3.429
H 1.150 -0.279 4.607
O -1.287 2.803 -2.158
H -0.714 3.109 -1.422
H -0.855 1.989 -2.497
O -0.798 -2.295 -1.496
H -0.426 -1.595 -0.911
H -1.655 -2.070 -1.886
O -1.458 -1.894 1.359
H -0.869 -2.612 1.154
H -1.681 -2.077 2.343
O -2.359 0.759 -0.704
H -3.303 0.686 -0.619
H -2.282 1.500 -1.288
O 2.247 -1.159 -2.155
H 1.850 -0.848 -1.337
H 2.799 -0.396 -2.251
O -0.149 0.333 -3.059
H -0.367 -0.460 -3.540
H 0.288 0.065 -2.268
O 2.775 -0.497 1.588
H 2.637 -1.168 0.871
H 1.833 -0.281 1.756
```

Output
Calculated total energy = -1231.74741 a.u.
Kohn-Sham gap = 9.40 eV
Multiplicity = 1
Net charge = 0

---

Entry from the Open Molecules 2025 dataset: 6 unconnected molecules or ions with the total composition C53H56BCl2F11NO7PS in a non-equilibrium geometry (ωB97M-V/def2-TZVPD).

Geometry as XYZ:
```
133
Properties=species:S:1:pos:R:3
C 1.873 -2.578 1.210
C 1.324 -1.209 1.313
C -0.228 -0.766 1.780
C -0.749 -1.606 3.030
Cl 0.597 -2.196 4.245
C -1.938 -1.107 4.006
C -1.619 -0.226 5.325
Cl -2.581 -2.716 4.812
C -0.019 0.882 2.058
B 0.942 1.241 3.352
O 2.394 0.847 3.467
O 0.527 2.080 4.532
S -1.614 1.827 1.911
O -2.137 2.472 3.258
O -1.360 3.131 1.052
O -2.841 0.838 1.406
C -2.572 -0.195 0.422
P -3.989 -1.484 0.846
N -3.539 -2.731 1.736
C -3.253 0.439 -0.968
F -2.942 1.911 -1.135
F -3.001 -0.361 -2.181
C -4.926 0.537 -0.864
C -5.892 -0.322 -1.927
C -7.544 -0.231 -1.912
C -8.347 0.750 -0.842
C -7.399 1.601 0.228
C -8.225 2.548 1.308
F -7.318 3.321 2.198
F -8.991 1.594 2.188
F -9.178 3.460 0.604
C -5.734 1.496 0.192
C -1.078 -0.812 0.324
O -0.090 -0.261 -0.547
C -0.070 0.829 -1.356
C 1.497 1.067 -1.913
O 2.075 -0.217 -2.367
C 3.443 -0.414 -1.858
C 3.972 -1.979 -1.954
C -1.165 -2.302 -0.400
C -0.110 -2.496 -1.693
F -0.979 -3.498 0.382
H 1.414 -3.484 1.791
H 2.850 -2.785 0.556
H 2.090 -0.361 0.956
H -1.113 -2.691 2.680
H -2.899 -0.675 3.498
H -0.507 -0.040 5.612
H -2.121 0.857 5.264
H -2.108 -0.670 6.324
H 0.680 1.374 1.216
H 2.960 1.694 3.385
H 0.696 3.022 4.205
H -4.408 -2.119 -0.417
H -5.100 -0.852 1.542
H -3.667 -3.626 1.215
H -5.415 -1.030 -2.757
H -8.239 -0.819 -2.682
H -9.520 0.814 -0.881
H -5.145 2.172 0.973
H -0.391 1.910 -1.000
H -0.679 0.662 -2.371
H 2.083 1.510 -1.002
H 1.446 1.841 -2.814
H 4.206 0.224 -2.497
H 3.561 -0.096 -0.733
H 3.128 -2.779 -1.801
H 4.799 -2.224 -1.130
H 4.470 -2.218 -3.000
H -2.185 -2.463 -1.007
H 1.010 -2.451 -1.401
H -0.416 -1.817 -2.614
H -0.318 -3.614 -2.056
F 0.224 -2.786 -4.560
C -0.393 -2.015 -5.465
C 0.268 -1.676 -6.640
C -0.376 -0.877 -7.585
C -1.672 -0.416 -7.338
C -2.325 -0.757 -6.153
C -1.685 -1.566 -5.214
H 1.277 -2.037 -6.811
H 0.129 -0.613 -8.510
H -2.172 0.211 -8.073
H -3.332 -0.394 -5.961
H -2.181 -1.848 -4.291
F 4.942 1.448 2.121
C 6.003 0.907 2.735
C 7.259 1.479 2.563
C 8.363 0.919 3.206
C 8.200 -0.215 4.005
C 6.937 -0.785 4.168
C 5.831 -0.218 3.534
H 7.367 2.355 1.931
H 9.347 1.364 3.084
H 9.062 -0.654 4.503
H 6.813 -1.670 4.787
H 4.841 -0.643 3.656
F 1.902 -1.110 -9.592
C 1.792 -0.861 -10.904
C 2.635 0.073 -11.496
C 2.525 0.329 -12.863
C 1.564 -0.345 -13.621
C 0.718 -1.277 -13.016
C 0.837 -1.540 -11.652
H 3.370 0.592 -10.890
H 3.185 1.051 -13.337
H 1.475 -0.142 -14.686
H -0.032 -1.797 -13.607
H 0.194 -2.268 -11.168
F 9.592 -2.880 4.844
C 9.388 -3.521 6.002
C 10.440 -3.664 6.900
C 10.226 -4.327 8.109
C 8.964 -4.849 8.401
C 7.916 -4.705 7.492
C 8.127 -4.033 6.288
H 11.415 -3.259 6.652
H 11.040 -4.437 8.821
H 8.799 -5.370 9.342
H 6.935 -5.117 7.720
H 7.321 -3.904 5.573
F -6.710 6.378 6.821
C -7.162 6.745 5.615
C -7.001 5.886 4.533
C -7.475 6.266 3.278
C -8.096 7.508 3.116
C -8.248 8.365 4.206
C -7.783 7.980 5.464
H -6.509 4.930 4.676
H -7.361 5.599 2.427
H -8.461 7.806 2.135
H -8.727 9.332 4.077
H -7.901 8.630 6.324
```

Output
SMILES = C=C[C@@]1([C@@H](Cl)[C@H](C)Cl)[C@H](B(O)O)S(=O)(=O)O[C@@]([PH2]=N)(C(F)(F)c2cccc(C(F)(F)F)c2)[C@]1(OCCOCC)[C@@H](C)F.Fc1ccccc1.Fc1ccccc1.Fc1ccccc1.Fc1ccccc1.Fc1ccccc1
Calculated total energy = -5417.08723 a.u.
Kohn-Sham gap = 7.45 eV
Multiplicity = 1
Net charge = 0

---

Entry from the Open Molecules 2025 dataset: a molecular structure, C25H62BeCl4N4O12P2Y in a non-equilibrium geometry (ωB97M-V/def2-TZVPD).

Geometry as XYZ:
```
111
Properties=species:S:1:pos:R:3
Be 1.139 3.767 1.595
C 5.106 -0.581 5.489
C 4.123 -0.656 4.287
C 2.883 -1.445 4.568
O 2.298 -1.016 5.755
C 1.068 -1.573 6.268
N 3.745 0.772 3.781
H 3.344 1.391 4.470
H 4.465 1.371 3.402
H 2.970 0.719 3.136
H 5.306 -1.598 5.824
H 4.605 -0.087 6.321
H 6.057 -0.095 5.271
H 4.556 -1.032 3.360
H 3.174 -2.495 4.589
H 2.262 -1.388 3.674
H 0.948 -2.652 6.368
H 0.272 -1.378 5.550
H 0.703 -1.098 7.179
C 3.852 -0.545 -2.113
C 3.345 -0.979 -0.701
C 3.890 -2.234 -0.120
O 3.627 -2.512 1.252
C 2.377 -3.223 1.474
N 3.532 0.225 0.283
H 4.483 0.148 0.615
H 3.561 1.041 -0.313
H 2.821 0.382 0.982
H 3.111 0.169 -2.473
H 4.008 -1.399 -2.772
H 4.865 -0.145 -2.077
H 2.259 -1.046 -0.761
H 4.954 -2.015 -0.211
H 3.864 -3.131 -0.738
H 2.348 -3.418 2.546
H 2.266 -4.241 1.102
H 1.438 -2.766 1.163
C 2.202 3.917 -4.177
C 1.246 2.894 -3.603
C 1.208 1.596 -4.443
O 0.649 0.481 -3.746
C 0.467 -0.619 -4.636
N 1.518 2.726 -2.057
H 0.912 2.118 -1.525
H 2.466 2.417 -1.896
H 1.594 3.604 -1.563
H 3.155 3.489 -4.492
H 2.369 4.742 -3.485
H 1.761 4.356 -5.072
H 0.303 3.440 -3.631
H 2.243 1.297 -4.610
H 0.837 1.818 -5.443
H 1.348 -1.107 -5.053
H -0.264 -0.376 -5.408
H -0.011 -1.407 -4.055
Y -1.750 2.201 0.366
P -1.787 4.578 -0.750
O -3.065 3.925 -0.145
O -1.294 3.288 -1.504
O -0.896 4.236 0.519
O -1.882 5.998 -1.378
P 0.222 0.819 1.466
O 1.509 0.226 2.025
O -1.072 0.177 0.969
O 0.428 1.725 0.229
O -0.409 2.029 2.232
C -3.326 2.056 -3.681
C -4.052 0.678 -3.626
C -3.576 -0.201 -4.884
C -4.007 -1.673 -4.800
C -3.379 -2.235 -3.495
C -3.897 -1.518 -2.286
N -3.541 -0.077 -2.399
O -3.546 0.626 -1.099
C -5.426 -1.837 -1.921
C -2.935 -2.100 -1.218
C -5.576 0.874 -3.772
H -2.239 2.008 -3.741
H -3.471 2.676 -2.796
H -3.782 2.554 -4.536
H -3.992 0.159 -5.825
H -2.499 -0.251 -5.047
H -3.639 -2.162 -5.702
H -5.092 -1.778 -4.790
H -2.298 -2.239 -3.639
H -3.681 -3.282 -3.512
H -5.710 -2.747 -1.392
H -5.860 -1.055 -1.298
H -6.043 -1.828 -2.819
H -2.746 -3.164 -1.360
H -1.904 -1.763 -1.111
H -3.436 -1.798 -0.298
H -6.058 1.263 -2.875
H -6.162 -0.044 -3.729
H -5.882 1.592 -4.532
Cl -1.333 0.806 7.879
C -0.335 1.730 6.635
C -0.796 1.252 5.215
Cl -2.390 2.045 5.059
H 0.704 1.540 6.902
H -0.434 2.807 6.768
H -0.867 0.169 5.122
H -0.185 1.669 4.415
Cl -1.403 -3.578 4.652
C -1.017 -2.609 3.235
C -1.543 -3.264 1.957
Cl -0.824 -4.772 1.382
H 0.071 -2.638 3.293
H -1.560 -1.665 3.283
H -1.358 -2.659 1.069
H -2.606 -3.392 2.157
```

Output
Calculated total energy = -4687.65742 a.u.
Kohn-Sham gap (spin up / spin down) = 3.94 / 3.93 eV
Multiplicity = 2
Expectation value of S² = 0.76
Net charge = +2

---

Copy entry 1 word for word.
Entry from the Open Molecules 2025 dataset: a molecular structure, C2H16CdO13 in a non-equilibrium geometry (ωB97M-V/def2-TZVPD).

Geometry as XYZ:
```
32
Properties=species:S:1:pos:R:3
Cd -1.360 0.328 1.219
C 0.753 0.966 -0.175
O 0.112 1.893 0.445
O 1.745 1.216 -1.005
O 0.492 -0.232 0.050
H 1.964 2.144 -1.093
C -0.276 -0.004 3.612
O 0.445 -0.083 2.637
O 0.255 -0.022 4.806
O -1.498 0.177 3.429
H 1.150 -0.279 4.607
O -1.287 2.803 -2.158
H -0.714 3.109 -1.422
H -0.855 1.989 -2.497
O -0.798 -2.295 -1.496
H -0.426 -1.595 -0.911
H -1.655 -2.070 -1.886
O -1.458 -1.894 1.359
H -0.869 -2.612 1.154
H -1.681 -2.077 2.343
O -2.359 0.759 -0.704
H -3.303 0.686 -0.619
H -2.282 1.500 -1.288
O 2.247 -1.159 -2.155
H 1.850 -0.848 -1.337
H 2.799 -0.396 -2.251
O -0.149 0.333 -3.059
H -0.367 -0.460 -3.540
H 0.288 0.065 -2.268
O 2.775 -0.497 1.588
H 2.637 -1.168 0.871
H 1.833 -0.281 1.756
```

Output
Calculated total energy = -1231.74741 a.u.
Kohn-Sham gap = 9.40 eV
Multiplicity = 1
Net charge = 0